[1]
Molecular formula: C4H9NO2
Method: DFT, wB97M-V/def2-TZVPD

The geometry in XYZ format:
```
16
Properties=species:S:1:pos:R:3:forces:R:3:mulliken_charge:R:1
C -2.020949 -0.307942 -0.512730 -0.034 -0.045 0.001 -1.3555
C -0.577617 0.179797 -0.448704 -0.013 -0.269 -0.123 0.5770
O -0.507887 1.397664 0.294929 -0.237 0.216 -0.086 -0.5707
C 0.320143 -0.832114 0.255409 -0.024 -0.129 -0.029 -0.7353
C 1.815695 -0.525002 0.284929 -0.048 0.046 0.072 0.3556
O 2.647198 -1.373532 0.015544 -0.135 0.147 0.025 -0.6381
N 2.141468 0.730894 0.689745 0.090 -0.031 -0.071 -0.3269
H -2.414689 -0.437597 0.501644 0.062 0.013 -0.142 0.3427
H -2.095959 -1.264811 -1.039230 0.055 0.139 0.053 0.3551
H -2.658865 0.411510 -1.043228 0.135 -0.094 0.099 0.3942
H -0.202665 0.347450 -1.472225 -0.030 0.012 0.191 0.1707
H -1.180657 1.993223 -0.053763 0.107 0.039 0.077 0.3237
H -0.029914 -0.935428 1.290925 0.060 0.010 -0.111 0.3531
H 0.222973 -1.804177 -0.231984 0.000 0.089 0.060 0.3023
H 3.117308 0.982922 0.692681 -0.116 -0.027 -0.014 0.2170
H 1.424422 1.437147 0.776062 0.130 -0.116 -0.001 0.2350
```
Forces are in eV/Å.

The lowest unoccupied orbital energy comes out at 0.674 eV. Its structure (SMILES) is C[C@@H](O)CC(N)=O. The calculation puts the relative energy (zero: lowest compared OMol25 entry of this formula, charge and spin) at 0.3490 eV.

=====

[2]
Molecular formula: C4H9NO2
Method: DFT, wB97M-V/def2-TZVPD

The geometry in XYZ format:
```
16
Properties=species:S:1:pos:R:3:forces:R:3:mulliken_charge:R:1
C -0.096861 -1.815240 -0.230719 0.047 -0.054 -0.025 -1.4248
C -0.153441 -0.369689 0.250510 -0.067 0.008 0.098 0.5030
C 1.122393 0.025894 0.996384 0.072 -0.328 -0.056 -0.7130
O 1.048789 1.329119 1.516013 -0.033 0.235 -0.125 -0.5137
N -0.364718 0.554871 -0.853533 -0.109 0.168 -0.162 -0.2001
C -1.328333 1.515527 -0.931222 0.039 0.048 -0.064 0.1143
O -1.408694 2.332914 -1.825903 -0.005 -0.304 0.279 -0.5709
H -1.012236 -2.090621 -0.760764 0.095 0.053 0.095 0.3641
H 0.043146 -2.501462 0.611592 -0.045 0.124 -0.119 0.3733
H 0.745160 -1.958461 -0.917381 -0.080 0.021 0.060 0.3522
H -0.994802 -0.233868 0.940351 0.069 -0.012 -0.103 0.1842
H 1.289691 -0.643744 1.845507 -0.060 0.062 -0.111 0.3559
H 1.978869 -0.085587 0.310593 -0.068 0.004 0.091 0.3285
H 0.894616 1.923417 0.768816 0.038 0.006 0.174 0.3177
H 0.278311 0.538458 -1.635376 -0.004 -0.042 0.062 0.2413
H -2.041890 1.478472 -0.084869 0.111 0.012 -0.094 0.2881
```
Forces are in eV/Å.

The lowest unoccupied orbital energy comes out at 0.838 eV. Its structure (SMILES) is C[C@@H](CO)NC=O. The calculation puts the relative energy (zero: lowest compared OMol25 entry of this formula, charge and spin) at 0.8903 eV.

=====

Q: Which orbital gap values were calculated for the entries above? A: 10.236 10.787, in eV.